DFT (wB97M-V/def2-TZVPD) results for 2 unconnected molecules or ions with the total composition C5H9ClN4O at a distorted geometry.

Cartesian coordinates (Å):
C: -2.831 -1.486 -0.735
C: -3.096 -0.248 -0.176
C: -0.868 -0.469 -0.268
C: 2.359 0.157 0.139
C: -1.709 1.697 0.677
N: -1.856 0.318 0.178
N: -1.506 -1.581 -0.700
N: 2.614 0.452 1.348
N: 3.097 -0.228 -0.894
O: 4.497 -0.237 -0.645
Cl: -4.513 0.584 -0.174
H: -3.399 -2.362 -1.032
H: -2.715 1.923 0.856
H: -1.132 1.676 1.533
H: -1.327 2.425 -0.021
H: -0.950 -2.430 -0.967
H: 1.991 0.244 2.200
H: 3.585 0.738 1.686
H: 2.700 -0.485 -1.757
H: 5.057 -0.689 -1.248

The LUMO energy (spin up / spin down) is -9.136 / -10.772 eV. The HOMO energy (spin up / spin down) comes out at -17.50 / -17.10 eV. The calculation puts the total energy at -949.5163 a.u. The total charge is +2.


DFT (wB97M-V/def2-TZVPD) results for a molecular structure, C5H9ClO at a distorted geometry.

Cartesian coordinates (Å):
C: -1.193 -1.098 0.353
C: -0.363 -0.225 1.412
C: 0.366 0.774 0.526
C: 1.220 0.146 -0.558
C: 0.334 0.784 -1.459
H: -0.626 -1.558 -0.511
H: -1.673 -2.028 0.762
H: -1.888 -0.408 -0.130
H: 0.257 -1.031 1.837
H: 1.022 1.426 1.098
H: 1.440 -0.953 -0.627
H: 2.277 0.721 -0.421
H: 0.858 1.368 -2.349
H: -0.190 -0.228 -1.811
O: -0.426 1.511 -0.465
Cl: -1.412 0.798 2.343

The LUMO energy is 0.878 eV. The HOMO energy comes out at -9.73 eV. The calculation puts the total energy at -731.2316 a.u.


DFT (wB97M-V/def2-TZVPD) results for C5H9ClS in the gas phase at a distorted geometry.

Cartesian coordinates (Å):
C: -2.603 -0.104 0.232
S: -1.095 -0.921 -0.455
C: 0.084 0.367 -0.239
C: -0.017 1.873 -0.217
C: 1.583 -0.338 0.363
C: 1.899 -1.754 -0.033
Cl: 3.020 0.605 0.167
H: -3.296 -0.806 0.354
H: -2.903 0.731 -0.513
H: -2.371 0.476 1.073
H: -0.156 2.149 0.904
H: -0.925 2.058 -0.858
H: 1.007 2.120 -0.536
H: 2.915 -1.975 -0.314
H: 1.597 -2.339 0.845
H: 1.264 -2.141 -0.774

The LUMO energy (spin up / spin down) is 0.315 / 0.260 eV. The HOMO energy (spin up / spin down) comes out at -7.78 / -7.38 eV. The calculation puts the total energy at -1054.1380 a.u.


DFT (wB97M-V/def2-TZVPD) results for C5H9ClSi in the gas phase at a distorted geometry.

Cartesian coordinates (Å):
C: -2.565 2.014 0.478
Si: -1.134 0.879 0.626
Cl: -1.100 0.494 2.663
C: 0.327 0.509 -0.348
C: 1.039 -0.780 0.225
C: 2.195 -1.024 -0.658
C: 1.070 -1.800 -0.643
H: -3.401 1.376 0.893
H: -2.310 3.042 0.953
H: -2.861 2.204 -0.466
H: 0.396 0.434 -1.421
H: 1.201 -0.964 1.241
H: 2.537 -0.508 -1.523
H: 3.045 -1.437 -0.119
H: 0.479 -1.544 -1.565
H: 1.081 -2.894 -0.336

The LUMO energy is 0.255 eV. The HOMO energy comes out at -7.74 eV. The calculation puts the total energy at -945.4866 a.u.


DFT (wB97M-V/def2-TZVPD) results for a molecular structure, C5H9CuO3 at a distorted geometry.

Cartesian coordinates (Å):
O: -0.626 1.080 -0.759
Cu: -0.830 3.824 0.465
O: -0.166 2.206 1.077
C: 0.107 1.150 0.399
C: -0.918 -0.205 -1.288
C: -1.863 -0.042 -2.457
H: 0.019 -0.692 -1.601
H: -1.379 -0.822 -0.502
H: -1.428 0.609 -3.228
H: -2.066 -1.024 -2.906
H: -2.818 0.390 -2.128
O: 1.333 0.715 0.298
C: 1.504 -0.647 2.108
C: 2.089 -1.835 1.951
H: 1.763 -0.008 2.958
H: 2.554 -2.114 1.003
H: 2.423 -2.407 2.818
H: 0.304 -0.177 1.791

Its multiplicity is 2. The LUMO energy (spin up / spin down) is 3.549 / 3.487 eV. The HOMO energy (spin up / spin down) comes out at -1.87 / -3.99 eV. The calculation puts the total energy at -2061.9402 a.u. The total charge is -1.


DFT (wB97M-V/def2-TZVPD) results for a molecular structure, C5H9EuO3 at a distorted geometry.

Cartesian coordinates (Å):
O: 0.557 -1.676 -2.182
C: 0.816 -2.726 -1.425
C: 0.910 -2.727 -0.051
H: 1.315 -3.551 -1.963
H: 0.303 -3.456 0.492
H: 1.772 -2.197 0.364
O: -1.000 2.135 -1.527
C: -1.589 2.287 -0.278
C: -0.645 1.851 0.840
O: -0.088 0.583 0.439
C: 0.723 -0.067 1.337
Eu: 0.163 0.496 -1.952
H: -2.522 1.693 -0.191
H: -1.867 3.338 -0.069
H: -1.167 1.729 1.799
H: 0.193 2.558 0.957
H: 1.763 -0.222 1.045
H: 0.362 -0.049 2.366

Its multiplicity is 9. The LUMO energy (spin up / spin down) is -0.383 / -0.487 eV. The HOMO energy (spin up / spin down) comes out at -6.03 / -6.28 eV. The calculation puts the total energy at -1131.7565 a.u.


DFT (wB97M-V/def2-TZVPD) results for a molecular structure, C5H9F at a distorted geometry.

Cartesian coordinates (Å):
C: 1.541 -0.442 0.290
C: 0.430 -0.079 -0.581
C: -0.846 -0.982 -0.311
C: -1.265 0.244 0.514
C: -0.373 1.193 -0.204
H: 1.788 -1.433 0.184
H: 1.326 -0.360 1.380
H: 0.764 -0.047 -1.638
H: -0.821 -1.904 0.270
H: -1.498 -1.044 -1.166
H: -1.043 0.259 1.601
H: -2.278 0.671 0.378
H: -0.744 1.851 -1.075
H: 0.360 1.774 0.393
F: 2.658 0.297 -0.035

The LUMO energy is 1.160 eV. The HOMO energy comes out at -10.12 eV. The calculation puts the total energy at -295.7123 a.u.